Computed, not measured: C16H20N2O6 in the gas phase, with wB97M-V/def2-TZVPD.

Structure (XYZ):
```
44
Properties=species:S:1:pos:R:3:forces:R:3:mulliken_charge:R:1
C -5.179105 0.405543 -0.800992 -0.140 -0.118 -0.222 -0.817
O -4.445259 0.972798 0.260025 0.244 0.151 0.224 -0.463
C -3.139605 1.267238 0.070894 0.346 0.135 0.175 0.921
C -2.435721 1.041229 -1.117708 -0.314 -0.141 -0.198 -0.752
C -1.104720 1.375449 -1.192957 0.057 0.107 0.292 -0.547
C -0.430974 1.937420 -0.106161 -0.062 -0.011 -0.020 -0.317
C 0.996467 2.233849 -0.171482 -0.140 0.180 0.298 1.253
O 1.648443 2.658510 0.776795 -0.205 0.172 -0.257 -0.864
O 1.545355 1.962086 -1.351575 -0.225 0.122 -0.020 -0.285
C 2.949849 2.106001 -1.481158 0.383 0.285 -0.136 -0.533
C 3.772300 1.782904 -0.239266 -0.091 -0.162 -0.275 0.412
O 4.687608 2.483643 0.112818 0.119 0.122 -0.070 -0.641
N 3.486844 0.622212 0.440609 0.299 -0.428 0.339 -0.137
C 2.555895 -0.389439 0.132439 0.602 0.180 0.491 0.532
O 2.160634 -0.586244 -0.989558 -0.345 -0.125 -0.471 -0.563
N 2.231893 -1.117767 1.227808 0.152 -0.032 0.460 -0.244
C 1.212800 -2.159385 1.255948 -0.077 -0.015 -0.153 -0.159
C 1.478582 -3.274056 0.225049 0.015 -0.184 0.055 -0.830
C 0.111760 -3.591730 -0.378029 0.078 0.088 -0.080 -0.779
C -0.566323 -2.226229 -0.413997 -0.153 -0.081 0.068 -0.342
C -0.205214 -1.628725 0.943643 -0.030 0.034 -0.116 -0.082
C -1.139223 2.167155 1.095967 -0.032 -0.141 -0.380 0.459
O -0.559355 2.687764 2.182816 0.101 0.100 0.151 -0.715
C -2.483984 1.828184 1.161633 -0.046 0.005 0.051 -0.620
H -6.188116 0.265398 -0.416857 0.068 -0.007 -0.070 0.244
H -4.768208 -0.563467 -1.100209 -0.005 0.048 0.009 0.311
H -5.211813 1.072018 -1.667997 0.017 -0.030 0.038 0.342
H -2.919006 0.604663 -1.975863 -0.068 -0.048 -0.072 0.424
H -0.550678 1.193161 -2.099330 0.022 -0.044 -0.093 0.476
H 3.190378 3.138070 -1.761161 -0.007 -0.232 0.122 0.308
H 3.233097 1.420961 -2.285147 -0.020 0.125 0.137 0.348
H 4.002935 0.544959 1.308703 -0.073 0.063 -0.153 0.182
H 2.520301 -0.759949 2.124037 -0.061 0.060 -0.122 0.300
H 1.246300 -2.565221 2.270016 0.027 0.067 -0.099 0.582
H 2.133964 -2.888331 -0.552650 0.033 -0.057 0.021 0.251
H 1.951318 -4.142552 0.680911 0.077 -0.013 0.009 0.392
H -0.442946 -4.269043 0.274481 -0.059 -0.070 -0.006 0.319
H 0.194583 -4.047736 -1.362496 -0.028 -0.108 -0.025 0.387
H -1.642701 -2.287442 -0.566176 -0.066 0.033 -0.063 0.419
H -0.126617 -1.621315 -1.205846 -0.037 0.021 -0.055 0.130
H -0.229371 -0.540509 0.934398 -0.030 0.037 0.107 -0.583
H -0.903135 -1.976987 1.705782 -0.043 0.004 0.040 0.432
H 0.386911 2.864167 1.975476 -0.207 -0.115 -0.064 0.365
H -3.026145 2.000750 2.076375 -0.077 0.023 0.132 0.483
```
Forces are in eV/Å.

Computed properties:
- SMILES string: COc1ccc(C(=O)OCC(=O)NC(=O)NC2CCCC2)c(O)c1
- M: 336.344 u
- 2S+1: 1
- Energy relative to the best compared isomer or geometry (same formula, charge and spin): 14.0 kcal per mole
- Gap between HOMO and LUMO: 9.37 eV

***

Computed, not measured: 4 unconnected molecules or ions with the total composition C16H20N4 in a non-equilibrium geometry, with wB97M-V/def2-TZVPD.

Structure (XYZ):
```
40
Properties=species:S:1:pos:R:3:forces:R:3:mulliken_charge:R:1
C 25.923000 30.937000 7.547000 5.100 -3.011 -2.395 -0.441
C 26.717000 29.950000 8.512000 0.888 1.223 -5.362 -0.574
C 27.765000 29.318000 7.654000 -4.212 2.527 1.736 -0.349
N 27.582000 29.782000 6.350000 -1.560 1.772 2.098 -0.011
C 26.580000 30.825000 6.205000 -0.452 -0.400 2.195 -0.201
H 25.220000 31.723000 7.661000 -0.641 0.162 0.791 0.486
H 26.627000 29.850000 9.580000 -0.183 -0.069 -0.067 0.317
H 28.517000 28.602000 8.016000 -0.459 0.380 -0.798 0.370
H 28.185000 29.434000 5.670000 0.828 -0.177 -1.587 0.168
H 26.408000 31.520000 5.163000 0.638 -2.598 3.338 0.268
C 28.774000 34.696000 9.033000 3.446 -10.766 1.332 -1.025
C 30.051000 34.100000 9.697000 -3.770 -3.203 -1.411 -0.619
C 29.879000 32.623000 9.559000 1.889 2.197 0.149 -0.391
N 28.791000 32.298000 8.840000 -1.986 1.957 -0.645 0.250
C 28.093000 33.454000 8.575000 1.684 3.726 0.505 -0.303
H 28.581000 35.654000 8.977000 -1.416 4.478 -0.481 0.651
H 30.837000 34.534000 10.305000 -0.222 0.125 -0.327 0.383
H 30.483000 31.739000 9.758000 0.481 0.792 0.555 0.419
H 28.403000 31.381000 8.489000 0.862 1.114 0.838 0.175
H 27.247000 33.452000 7.949000 -0.901 -0.269 -0.424 0.418
C 27.236000 32.868000 14.475000 -0.286 -2.375 -9.328 -0.736
C 26.488000 31.638000 13.932000 5.282 2.862 -3.629 -0.552
C 27.068000 31.426000 12.467000 -2.457 2.159 5.513 -0.313
N 27.773000 32.579000 12.134000 -1.092 -1.435 0.835 0.053
C 27.900000 33.482000 13.215000 -0.899 -0.948 1.046 -0.133
H 27.175000 33.340000 15.365000 -0.279 1.325 2.631 0.444
H 25.787000 31.028000 14.449000 -0.071 -0.545 0.261 0.398
H 26.765000 30.607000 11.815000 0.412 0.627 -0.078 0.163
H 28.011000 32.623000 11.113000 0.246 0.936 1.732 0.421
H 28.355000 34.536000 12.949000 -0.872 -2.542 1.016 0.284
C 34.044000 33.524000 5.598000 -9.475 3.612 2.092 -0.734
C 32.985000 32.953000 6.505000 -1.582 4.895 -0.951 -0.433
C 31.912000 34.023000 6.597000 0.641 -2.098 0.831 0.026
N 32.294000 35.081000 5.742000 3.830 -7.504 1.884 0.022
C 33.472000 34.764000 5.111000 3.713 0.566 -1.064 -0.263
H 34.922000 33.189000 5.377000 4.981 -2.127 -1.411 0.564
H 32.922000 32.060000 7.107000 0.329 -0.020 -0.169 0.405
H 30.836000 34.090000 7.325000 3.680 -0.234 -2.555 0.104
H 31.711000 35.768000 5.660000 -3.582 5.236 -1.170 0.079
H 34.133000 35.554000 4.355000 -2.534 -2.349 2.476 0.212
```
Forces are in eV/Å.

Computed properties:
- SMILES string: c1cc[nH]c1.c1cc[nH]c1.c1cc[nH]c1.c1cc[nH]c1
- M: 268.364 u
- 2S+1: 1
- Energy relative to the best compared isomer or geometry (same formula, charge and spin): 231.3 kcal per mole
- Gap between HOMO and LUMO: 7.99 eV

***

Computed, not measured: 2 unconnected molecules or ions with the total composition C16H20NO2 in a non-equilibrium geometry, with wB97M-V/def2-TZVPD.

Structure (XYZ):
```
39
Properties=species:S:1:pos:R:3:forces:R:3:mulliken_charge:R:1
C 1.105482 5.673624 -0.870572 -0.116 -0.275 -0.248 -0.812
O 0.676035 4.569980 -1.707013 0.123 -1.510 0.599 -0.394
C 0.772342 3.282468 -1.286566 -0.052 0.552 -0.277 0.901
C 0.216861 2.292545 -2.165711 0.349 0.560 0.575 -0.844
C 0.244686 0.973680 -1.797367 -0.043 -0.226 -0.025 -0.444
C 0.810932 0.530481 -0.548950 0.020 -0.007 0.043 0.951
C 0.709055 -0.836060 -0.160762 0.715 0.697 -0.585 -1.444
C 1.119543 -1.428378 1.077281 -0.288 -0.427 1.154 1.357
C 1.364596 -2.833974 1.106618 -0.071 0.505 -0.153 -0.504
C 1.879848 -3.448103 2.237973 0.104 -0.221 0.117 -0.605
C 2.145645 -2.697909 3.394908 -0.413 0.335 -0.279 -0.325
C 1.783404 -1.338839 3.442181 -0.205 0.076 -0.218 -0.844
C 1.211891 -0.726334 2.322254 0.259 -0.064 -0.283 -0.319
C 1.465359 1.531985 0.238746 -0.490 0.208 0.114 -0.673
C 1.411012 2.872390 -0.079585 -0.056 0.441 -0.390 -0.506
H 0.908043 6.555955 -1.478216 0.065 -0.115 0.153 0.247
H 0.517229 5.709753 0.044564 -0.050 -0.042 0.007 0.367
H 2.167210 5.610834 -0.634392 0.007 -0.071 -0.095 0.346
H -0.218427 2.637067 -3.102429 0.091 -0.179 0.230 0.466
H -0.193939 0.235486 -2.474663 0.140 0.204 0.297 0.315
H 0.355852 -1.526065 -0.925894 0.258 0.121 0.155 0.215
H 1.115323 -3.414894 0.216310 0.260 0.113 0.227 0.377
H 2.066805 -4.531852 2.231751 -0.081 0.629 -0.001 0.383
H 2.542814 -3.183862 4.288977 -0.047 0.170 -0.356 0.386
H 1.920071 -0.755549 4.363777 -0.170 -0.398 -0.460 0.380
H 0.787565 0.288204 2.395625 0.414 -0.640 0.067 0.673
H 1.988887 1.240987 1.140529 0.078 0.052 -0.216 0.826
H 1.871115 3.637223 0.563680 -0.176 -0.592 -0.340 0.377
O -4.172485 -2.691790 -0.473327 -0.497 -0.112 0.261 -0.555
C -3.524362 -2.387920 -1.694098 0.052 -0.185 0.165 -0.639
C -2.526657 -1.279097 -1.415902 -0.100 0.854 -0.788 -0.117
N -1.860459 -1.507784 -0.189575 0.969 -0.661 1.213 -0.258
H -5.013878 -3.138751 -0.636187 0.320 0.099 -0.030 0.326
H -2.970191 -3.266902 -2.039363 -0.166 -0.048 -0.183 0.262
H -4.258204 -2.066332 -2.432913 0.209 -0.040 -0.236 0.391
H -1.759133 -1.297732 -2.205396 -0.404 0.083 -0.364 0.080
H -3.018535 -0.291029 -1.461853 0.032 -0.295 0.102 0.294
H -2.224842 -2.236050 0.404057 -0.223 0.262 0.070 0.168
H -1.416495 -0.757458 0.311504 -0.816 0.150 -0.025 0.191
```
Forces are in eV/Å.

Computed properties:
- M: 258.341 u
- 2S+1: 1
- Total charge: +1
- Energy relative to the best compared isomer or geometry (same formula, charge and spin): 54.7 kcal per mole
- Gap between HOMO and LUMO: 6.44 eV